# 1
A structure of composition C27H18F6N2O3S2Sr. Source: the Open Molecules 2025 dataset; level of theory: wB97M-V/def2-TZVPD.

```
59
Properties=species:S:1:pos:R:3:forces:R:3:nbo_charge:R:1
Sr -0.307 0.358 1.126 0.0668 -0.3331 0.1098 1.82
C 3.095 -2.779 2.025 -0.0339 -0.0604 0.0421 -0.69
C 1.594 -2.611 2.048 -0.2053 -0.1083 -0.0669 0.27
N 0.926 -2.380 0.969 0.3101 0.2624 -0.0198 -0.33
N 1.714 -2.443 -0.186 -0.1949 0.0968 0.1616 -0.46
C 1.125 -2.024 -1.258 0.0284 0.0672 0.0028 -0.04
S -0.423 -1.316 -1.505 0.0670 -0.0811 0.0082 -0.49
S 2.311 -2.171 -2.614 -0.0535 -0.0798 -0.0279 0.22
C 1.258 -2.251 -4.087 0.0171 0.0611 0.0766 -0.59
C 0.788 -3.642 -4.408 -0.0034 0.0264 -0.0135 -0.02
C -0.297 -4.200 -3.732 -0.0071 -0.0112 0.0233 -0.16
C -0.709 -5.494 -4.011 0.0006 -0.0252 -0.0162 -0.22
C -0.051 -6.255 -4.969 0.0159 0.0210 -0.0026 -0.25
C 1.029 -5.708 -5.648 -0.0094 -0.0004 0.0026 -0.22
C 1.441 -4.412 -5.366 0.0075 -0.0082 -0.0261 -0.22
C 0.858 -2.787 3.325 0.0653 0.0125 0.0019 -0.23
C 1.325 -3.744 4.229 0.0716 0.0194 -0.0268 -0.12
C 0.680 -4.045 5.415 -0.0765 0.0283 0.0470 -0.35
C -0.489 -3.343 5.726 0.0677 -0.0313 -0.0401 -0.20
C -0.978 -2.388 4.865 0.0129 0.0171 -0.0369 -0.32
C -0.344 -2.066 3.628 -0.0709 -0.0993 0.0502 0.43
O -0.840 -1.169 2.867 -0.0593 0.1110 0.0458 -0.87
H 3.549 -1.879 1.610 -0.0100 0.0022 -0.0286 0.24
H 3.377 -3.593 1.356 0.0195 -0.0232 0.0197 0.23
H 3.494 -2.948 3.023 0.0027 0.0132 -0.0136 0.20
H 1.862 -1.854 -4.904 -0.0086 0.0064 -0.0050 0.21
H 0.425 -1.571 -3.898 -0.0219 -0.0338 -0.0415 0.27
H -0.799 -3.609 -2.975 0.0072 0.0090 -0.0017 0.24
H -1.548 -5.914 -3.469 -0.0022 0.0057 0.0000 0.20
H -0.374 -7.267 -5.183 -0.0051 -0.0016 0.0049 0.19
H 1.554 -6.291 -6.395 0.0017 0.0008 -0.0021 0.19
H 2.291 -3.991 -5.892 -0.0033 0.0034 0.0000 0.20
H 2.225 -4.296 3.979 -0.0074 -0.0012 -0.0057 0.18
H 1.072 -4.805 6.080 -0.0009 0.0003 -0.0002 0.19
H -1.016 -3.549 6.652 0.0027 -0.0016 0.0030 0.18
H -1.878 -1.832 5.100 -0.0009 0.0031 -0.0011 0.20
F -2.016 9.505 0.404 -0.0444 -0.0027 -0.0070 -0.34
C -2.898 8.479 0.275 -0.0030 -0.0562 0.0149 0.98
F -4.036 8.885 0.882 0.0469 0.0140 -0.0320 -0.34
F -3.178 8.414 -1.049 0.0070 0.0219 0.0400 -0.34
C -2.370 7.198 0.821 -0.0037 0.0137 -0.0082 -0.22
C -2.994 6.549 1.878 0.0018 0.0008 -0.0009 -0.18
C -2.470 5.367 2.371 -0.0118 0.0332 0.0240 -0.21
C -1.307 4.804 1.829 0.0577 -0.0567 0.0491 -0.05
C -0.697 5.471 0.753 0.0019 -0.0100 -0.0330 -0.14
C -1.220 6.647 0.258 -0.0158 0.0257 -0.0174 -0.19
C -0.759 3.589 2.337 -0.0988 0.0918 -0.0066 -0.36
C -0.286 2.526 2.738 0.0025 -0.0820 -0.0627 -0.42
H -3.892 6.969 2.312 0.0025 -0.0092 0.0063 0.21
H -2.956 4.855 3.191 0.0019 0.0058 0.0002 0.22
H 0.188 5.038 0.310 0.0090 0.0042 0.0033 0.23
H -0.740 7.143 -0.578 0.0100 -0.0116 0.0004 0.21
F -0.400 3.450 -2.933 0.0553 -0.0073 0.0003 -0.33
C 0.664 3.025 -2.235 0.0253 0.0317 -0.0169 0.88
F 1.466 2.369 -3.091 -0.0404 0.0407 0.0079 -0.33
F 1.340 4.138 -1.846 -0.0384 -0.0493 -0.0211 -0.35
C 0.287 2.151 -1.006 -0.0043 0.0085 0.0591 0.68
O 1.261 1.665 -0.398 0.0329 0.0695 -0.1265 -0.76
O -0.924 2.036 -0.749 0.0156 0.0564 -0.0961 -0.75
```
Positions in Å, forces in eV/Å.

Values from the calculation:
Orbital gap in eV: 6.408
HOMO energy in eV: -2.14
Total charge: -2
2S+1: 1

# 2
A cluster of 2 separate species, C9H13NO in total. Source: the Open Molecules 2025 dataset; level of theory: wB97M-V/def2-TZVPD.

```
24
Properties=species:S:1:pos:R:3:forces:R:3:nbo_charge:R:1
C -0.122 2.883 -2.064 0.6607 -0.5521 -0.1395 -0.63
C -0.238 1.407 -1.761 -0.0682 0.0642 -0.2083 0.00
C -0.574 0.982 -0.487 -0.1989 0.1069 -0.2747 -0.23
C -0.787 -0.371 -0.229 0.1255 0.7429 0.5206 -0.20
C -0.569 -1.292 -1.226 0.1928 -0.7054 -0.5265 -0.23
C -0.313 -0.880 -2.534 -0.1093 0.2857 0.2823 -0.20
C -0.144 0.466 -2.787 -0.4635 0.6013 -0.0382 -0.22
H 0.526 3.361 -1.327 -0.3132 0.1842 0.1056 0.22
H -1.112 3.328 -2.090 0.0115 0.3001 0.0551 0.22
H 0.378 3.024 -3.026 -0.2541 0.0672 -0.0042 0.21
H -0.733 1.756 0.259 -0.0328 -0.2777 0.2031 0.21
H -1.146 -0.631 0.759 0.2010 -0.3238 -0.0643 0.22
H -0.555 -2.357 -1.031 -0.4727 -0.0075 0.1440 0.21
H -0.347 -1.584 -3.351 0.3135 -0.1834 -0.0119 0.21
H -0.083 0.873 -3.790 0.3096 -0.3256 -0.1320 0.21
C 0.660 -2.339 2.830 0.0399 0.4718 0.4338 -0.72
C 0.204 -0.903 3.016 -0.2497 -0.3591 -0.1864 0.67
N 1.003 0.032 2.442 0.6290 0.6249 -0.2252 -0.84
O -0.783 -0.617 3.664 0.0850 0.1636 0.2024 -0.61
H -0.029 -2.961 3.385 -0.1506 -0.1974 -0.1259 0.24
H 1.640 -2.411 3.312 0.0013 -0.2036 -0.3682 0.23
H 0.697 -2.623 1.778 0.1489 -0.0264 0.0640 0.23
H 0.855 1.012 2.628 -0.3854 -0.1588 0.0119 0.40
H 1.570 -0.156 1.629 -0.0202 -0.2921 0.2824 0.40
```
Positions in Å, forces in eV/Å.

Values from the calculation:
Orbital gap in eV: 10.002
HOMO energy in eV: -9.19
Total charge: 0
Structure (SMILES): Cc1ccccc1.CC(N)=O
2S+1: 1
ΔE to the lowest compared entry with this formula, charge and spin in kcal per mole: 4.6

# 3
An isolated molecule of C3H7N3O in a non-equilibrium geometry. Source: the Open Molecules 2025 dataset; level of theory: wB97M-V/def2-TZVPD.

```
14
Properties=species:S:1:pos:R:3:forces:R:3:nbo_charge:R:1
H -0.344 -3.593 -1.852 0.0971 0.0542 0.0091 0.35
N 0.382 -2.909 -1.656 -0.1558 0.1307 0.1067 -0.69
C -0.109 -1.939 -1.003 0.1314 -0.1287 -0.1024 0.28
N 0.698 -0.876 -0.617 0.1479 -0.0396 -0.0381 -0.64
C 0.139 0.174 0.088 -0.9583 -0.4086 -0.0502 0.76
O -1.064 0.154 0.341 -0.4417 -1.3813 -0.8308 -0.69
N 0.814 1.238 0.525 -1.5474 0.0012 0.5645 -0.69
C -0.544 2.126 1.252 1.6552 0.4962 -0.1912 -0.32
H -1.143 -1.807 -0.674 0.2140 -0.0731 -0.1021 0.20
H 1.668 -0.934 -0.882 0.0073 0.1118 0.0775 0.41
H 1.834 1.322 0.317 -1.4200 0.6689 0.7494 0.41
H -1.449 1.680 1.743 1.6744 -0.4246 -0.6103 0.25
H -0.912 2.728 0.423 0.3743 0.0709 0.1966 0.21
H 0.030 2.636 1.993 0.2216 0.9220 0.2212 0.18
```
Positions in Å, forces in eV/Å.

Values from the calculation:
Orbital gap in eV: 10.408
HOMO energy in eV: -9.56
Total charge: 0
Structure (SMILES): [H]/N=C/NC(=O)NC
2S+1: 1
ΔE to the lowest compared entry with this formula, charge and spin in kcal per mole: 55.7

# 4
The ion C10H18NO2Si with charge -1 in a non-equilibrium geometry. Source: the Open Molecules 2025 dataset; level of theory: wB97M-V/def2-TZVPD.

```
32
Properties=species:S:1:pos:R:3:forces:R:3:nbo_charge:R:1
C -1.806 1.985 -0.322 -1.2076 2.5185 0.8955 -0.40
N -1.115 0.763 -0.060 2.1962 -1.0058 0.8353 -0.88
C 0.314 0.824 0.140 -3.8426 0.7723 -0.8588 0.10
C 1.435 1.246 0.080 0.3390 -0.7175 -0.7666 -0.02
C 2.838 1.516 -0.109 0.9240 3.8821 0.9120 -0.48
C 3.754 0.476 0.355 1.0928 -1.7869 2.4227 -0.39
C 5.281 0.776 0.203 -2.0649 -1.0566 1.9022 -0.52
C 6.074 -0.558 0.106 -1.0388 0.4590 -0.2294 0.76
O 7.269 -0.494 0.341 2.1236 0.3672 0.5388 -0.77
O 5.412 -1.542 -0.244 -0.5770 -1.1647 -0.4165 -0.79
Si -1.933 -0.761 0.127 0.0450 -0.3628 -1.0949 1.80
C -2.900 -1.107 -1.484 0.0985 0.1741 -0.6720 -1.13
C -0.626 -2.157 0.111 -1.8956 1.6931 1.3871 -1.09
C -3.004 -0.920 1.709 0.7940 -1.0567 -0.4544 -1.14
H -2.246 2.525 0.641 1.3693 -0.8078 -1.3956 0.16
H -1.086 2.676 -0.853 -1.1236 -0.4989 0.5450 0.22
H -2.792 1.902 -0.882 1.4515 -0.5282 0.0313 0.19
H 3.177 1.946 -1.132 -1.0126 -0.5947 1.5564 0.22
H 3.057 2.274 0.748 -0.2982 0.0101 -1.9498 0.21
H 3.462 0.332 1.479 0.7220 -0.2910 -1.8358 0.17
H 3.623 -0.447 -0.174 -0.2548 -0.6923 -0.0650 0.25
H 5.325 1.256 -0.725 0.7670 1.1760 -1.4007 0.19
H 5.618 1.365 1.063 0.2569 0.1885 -0.5294 0.19
H -2.185 -0.960 -2.385 -1.1437 -0.4739 1.4801 0.24
H -3.321 -2.151 -1.452 0.5266 0.8819 -0.2149 0.23
H -3.761 -0.432 -1.638 0.3067 -0.2157 0.0068 0.22
H -1.091 -2.762 -0.643 0.1364 -1.0552 0.0500 0.23
H 0.340 -1.811 -0.188 0.6729 0.0087 0.1227 0.27
H -0.750 -2.452 1.176 0.7987 -0.7448 -0.9001 0.23
H -4.075 -0.848 1.778 -0.4933 0.5906 -0.5984 0.24
H -2.869 -2.028 1.877 0.2895 1.0492 0.6217 0.23
H -2.570 -0.251 2.468 0.0418 -0.7178 0.0751 0.25
```
Positions in Å, forces in eV/Å.

Values from the calculation:
Orbital gap in eV: 6.513
HOMO energy in eV: -4.01
Total charge: -1
Structure (SMILES): CN(C#CCCCC(=O)[O-])[Si](C)(C)C
2S+1: 1

# 5
A cluster of 2 separate species, CH7N3 in total in a non-equilibrium geometry. Source: the Open Molecules 2025 dataset; level of theory: wB97M-V/def2-TZVPD.

```
11
Properties=species:S:1:pos:R:3:forces:R:3:nbo_charge:R:1
H 0.115 1.571 -1.642 -0.7937 0.0852 0.2922 0.34
N 0.023 1.010 -0.789 0.8976 -0.1683 -0.9190 -0.71
C 1.102 0.322 -0.816 0.0094 0.1289 0.6565 0.28
N 1.412 -0.613 0.135 -0.9561 -0.4840 0.1308 -0.83
H 1.842 0.403 -1.610 0.1688 0.1186 0.0612 0.15
H 2.321 -0.705 0.524 0.7262 0.0358 -0.2595 0.39
H 0.689 -0.802 0.812 -0.0875 0.2767 0.0607 0.39
N -2.197 -0.546 1.139 0.9201 -1.0329 -1.0225 -1.14
H -1.682 -1.347 1.437 0.1315 -0.1527 0.0731 0.35
H -1.718 0.072 0.506 -0.2222 0.3536 0.2974 0.41
H -2.928 -0.299 1.736 -0.7942 0.8392 0.6292 0.37
```
Positions in Å, forces in eV/Å.

Values from the calculation:
Orbital gap in eV: 10.014
HOMO energy in eV: -9.00
Total charge: 0
Structure (SMILES): [H]/N=C/N.N
2S+1: 1
ΔE to the lowest compared entry with this formula, charge and spin in kcal per mole: 9.3

# 6
A cluster of 2 separate species, C4H9O2S in total in a non-equilibrium geometry. Source: the Open Molecules 2025 dataset; level of theory: wB97M-V/def2-TZVPD.

```
16
Properties=species:S:1:pos:R:3:forces:R:3:nbo_charge:R:1
C 1.725 -1.966 -0.080 -0.8837 -1.8627 -0.3057 -0.75
C 0.883 -0.264 -2.201 -0.1324 -0.0347 1.5035 -0.75
S 2.255 -1.264 -1.676 0.4746 -0.7033 0.9302 0.15
H 1.544 -1.279 0.735 -0.1077 0.4882 -0.1386 0.22
H 0.811 -2.653 -0.195 1.1087 1.2487 0.0187 0.22
H 2.516 -2.660 0.255 -0.0688 0.4133 -0.2878 0.21
H 0.799 0.625 -1.606 -0.2651 0.2728 0.7778 0.23
H -0.064 -0.803 -2.149 0.0996 0.1990 -0.6394 0.24
H 1.271 0.129 -3.097 -0.3240 0.0291 -1.7959 0.21
C -1.254 1.441 1.918 -0.3730 2.2998 1.0280 -0.73
C -2.230 1.432 0.761 -2.2897 -1.0975 1.2653 0.75
O -2.056 0.422 0.042 -0.2561 0.3990 -1.2702 -0.80
O -3.177 2.291 0.799 1.5465 -0.8774 -0.7344 -0.80
H -0.454 1.999 1.455 0.8685 0.4052 0.4238 0.20
H -0.864 0.511 2.280 -0.0795 -0.7232 -0.1409 0.19
H -1.704 2.040 2.757 0.6822 -0.4565 -0.6346 0.19
```
Positions in Å, forces in eV/Å.

Values from the calculation:
Orbital gap in eV: 6.885
HOMO energy in eV: -3.90
Total charge: -1
2S+1: 1
ΔE to the lowest compared entry with this formula, charge and spin in kcal per mole: 25.6